1.
Below is a structure of composition C31H35CoF9N4OP2, with properties calculated with wB97M-V/def2-TZVPD.

Each line ends with the Löwdin spin population.
Atoms and positions in Å:
Co  -3.24  1.59  3.04  2.75
C  1.70  1.82  3.78  0.00
C  1.11  2.03  2.60  0.00
C  1.22  1.23  1.36  0.00
C  0.09  0.23  1.07  0.00
C  0.22  -1.03  1.85  0.00
C  0.90  -1.24  2.99  0.00
C  2.19  -0.63  3.43  0.00
C  2.03  0.52  4.43  0.00
C  -4.90  0.43  3.60  0.08
H  1.88  2.67  4.44  0.00
H  0.42  2.88  2.47  0.00
H  2.18  0.69  1.34  0.00
H  1.23  1.98  0.56  0.00
H  -0.88  0.75  1.22  0.00
H  0.08  -0.06  0.00  0.00
H  -0.46  -1.81  1.50  0.00
H  0.50  -1.95  3.71  0.00
H  2.73  -0.28  2.55  0.00
H  2.79  -1.42  3.91  0.00
H  1.23  0.28  5.15  0.00
H  2.97  0.63  4.99  0.00
H  -4.84  0.11  4.64  0.00
H  -4.77  -0.45  2.95  0.02
H  -5.90  0.84  3.40  0.02
P  -0.84  -2.06  -2.55  0.00
P  0.68  1.18  -2.97  0.00
N  -0.23  -3.70  -2.22  0.00
N  -1.87  -2.67  -3.92  0.00
N  2.42  0.85  -2.66  0.00
N  1.09  2.55  -4.03  0.00
C  0.59  -1.56  -3.61  0.00
C  0.43  -0.16  -4.24  0.00
C  -0.25  -4.21  -0.92  0.00
C  0.36  -5.45  -0.93  0.00
C  0.77  -5.73  -2.27  0.00
C  0.44  -4.61  -3.03  0.00
C  -3.24  -2.41  -3.97  0.00
C  -3.76  -2.92  -5.16  0.00
C  -2.68  -3.54  -5.86  0.00
C  -1.53  -3.33  -5.10  0.00
C  2.83  0.73  -1.33  0.00
C  4.15  0.32  -1.30  0.00
C  4.56  0.14  -2.65  0.00
C  3.47  0.41  -3.46  0.00
C  2.18  2.79  -4.88  0.00
C  1.82  3.71  -5.86  0.00
C  0.46  4.09  -5.59  0.00
C  0.04  3.38  -4.48  0.00
H  0.79  -2.31  -4.40  0.00
H  1.44  -1.59  -2.91  0.00
H  1.14  -0.05  -5.07  0.00
H  -0.60  -0.02  -4.62  0.00
H  -0.72  -3.63  -0.13  0.00
H  0.51  -6.09  -0.06  0.00
H  1.25  -6.62  -2.64  0.00
H  0.66  -4.42  -4.07  0.00
H  -3.71  -1.89  -3.15  0.00
H  -4.78  -2.82  -5.50  0.00
H  -2.73  -4.07  -6.80  0.00
H  -0.51  -3.57  -5.34  0.00
H  2.13  0.96  -0.56  0.00
H  4.73  0.17  -0.40  0.00
H  5.55  -0.14  -2.98  0.00
H  3.37  0.36  -4.54  0.00
H  3.15  2.36  -4.70  0.00
H  2.44  4.02  -6.69  0.00
H  -0.13  4.79  -6.17  0.00
H  -0.88  3.41  -3.92  0.00
F  0.52  2.54  6.19  0.00
C  -0.63  3.24  5.95  0.00
F  -0.77  4.09  7.01  0.00
F  -0.44  3.99  4.84  0.00
C  -1.87  2.29  5.73  0.01
O  -2.00  1.98  4.41  0.11
C  -1.68  0.95  6.55  0.00
F  -1.05  1.08  7.75  0.00
F  -2.89  0.36  6.78  0.00
F  -0.96  0.07  5.81  0.00
C  -3.12  3.06  6.28  0.00
F  -3.14  3.17  7.64  0.00
F  -3.15  4.32  5.78  0.00
F  -4.28  2.46  5.91  0.00

⟨S²⟩: 3.7611
total charge: 0
frontier orbital gap (spin up / spin down): 7.17 / 6.96 eV
maximum force: 3.77 eV/A
E_LUMO (spin up / spin down): -1.203 / -1.416 eV
energy above the lowest of the compared OMol25 structures with the same formula, charge and spin: 0.0 kcal/mol
calculated total energy: -121380.0970 eV
molar mass: 771.5 g/mol
multiplicity: 4
HOMO energy (spin up / spin down): -0.3078 / -0.3078 hartree

2.
Below is a structure of composition C31H25ClInN8O8S4Sb, with properties calculated with wB97M-V/def2-TZVPD.

Each line ends with the Löwdin charge.
Atoms and positions in Å:
In  1.97  0.26  0.10  0.49
C  -5.81  -0.62  -1.31  -0.10
O  -5.33  0.06  -0.17  -0.11
C  -4.91  1.35  -0.35  -0.28
C  -5.08  2.09  -1.51  -0.02
C  -4.60  3.39  -1.58  -0.04
C  -3.92  3.96  -0.52  -0.29
C  -3.79  3.22  0.67  -0.02
C  -4.28  1.94  0.75  0.00
N  -3.50  5.33  -0.62  0.05
N  -2.37  5.69  -0.23  0.05
C  -1.34  4.77  0.05  -0.28
C  -0.66  4.97  1.24  -0.05
C  0.21  4.03  1.78  -0.01
C  0.48  2.83  1.10  -0.37
O  1.17  1.87  1.57  -0.13
C  -0.08  2.71  -0.24  -0.13
N  0.29  1.61  -0.92  0.07
C  -0.19  1.40  -2.13  -0.10
C  -1.01  2.34  -2.77  -0.01
C  -1.38  3.47  -2.10  0.00
C  -0.97  3.66  -0.76  -0.11
H  -6.00  -1.65  -1.00  0.09
H  -5.06  -0.63  -2.11  0.10
H  -6.73  -0.18  -1.69  0.09
H  -5.58  1.66  -2.38  0.10
H  -4.74  3.98  -2.48  0.11
H  -3.28  3.66  1.52  0.12
H  -4.17  1.36  1.66  0.12
H  -0.90  5.87  1.79  0.11
H  0.68  4.19  2.74  0.11
H  0.09  0.48  -2.62  0.08
H  -1.30  2.16  -3.79  0.11
H  -1.97  4.23  -2.59  0.11
O  1.58  -6.62  -2.50  0.07
N  0.53  -6.23  -2.01  -0.33
O  -0.48  -6.90  -1.94  0.05
C  0.48  -4.84  -1.45  -0.05
C  -0.71  -4.51  -0.90  0.06
C  -0.91  -3.22  -0.34  -0.12
C  -2.11  -2.81  0.26  0.00
C  -2.22  -1.55  0.78  -0.02
C  -1.11  -0.70  0.69  -0.08
N  0.02  -1.06  0.12  0.07
C  0.15  -2.30  -0.37  -0.11
C  1.42  -2.68  -0.94  -0.15
N  2.39  -1.76  -0.88  0.02
C  3.59  -2.01  -1.34  -0.21
C  3.88  -3.25  -1.94  -0.01
C  2.91  -4.21  -2.02  0.02
C  1.62  -3.95  -1.49  -0.04
H  -1.51  -5.23  -0.90  0.12
H  -2.95  -3.50  0.30  0.12
H  -3.13  -1.21  1.25  0.10
H  -1.14  0.31  1.08  0.12
H  4.34  -1.23  -1.24  0.05
H  4.87  -3.42  -2.31  0.13
H  3.14  -5.16  -2.47  0.10
S  7.31  -0.84  -0.12  -0.34
Sb  5.61  -0.79  1.41  -0.20
S  4.21  1.02  0.36  0.04
S  4.44  -2.79  1.48  -0.19
S  6.04  0.11  3.49  -0.27
C  3.24  -1.44  5.24  -0.07
N  2.45  -0.38  4.62  -0.18
C  2.72  0.99  5.04  -0.05
C  2.12  -0.55  3.36  -0.27
N  1.81  -0.70  2.26  0.17
H  2.94  -1.53  6.28  0.08
H  4.31  -1.21  5.15  0.02
H  3.06  -2.37  4.71  0.08
H  2.41  1.11  6.08  0.08
H  2.15  1.67  4.41  0.09
H  3.79  1.21  4.92  0.04
O  1.60  0.70  -4.85  -0.35
Cl  2.17  -0.19  -3.87  0.66
O  1.16  -1.18  -3.49  -0.37
O  3.33  -0.86  -4.39  -0.32
O  2.52  0.57  -2.67  -0.41

total charge: -2
frontier orbital gap: 4.29 eV
maximum force: 0.83 eV/A
E_LUMO: 2.495 eV
energy above the lowest of the compared OMol25 structures with the same formula, charge and spin: 28.6 kcal/mol
calculated total energy: -128422.7794 eV
molar mass: 1037.9 g/mol
HOMO energy: -0.0660 hartree

3.
Below is a structure of composition C40H36N4O7PdS4, with properties calculated with wB97M-V/def2-TZVPD.

Each line ends with the Löwdin charge.
Atoms and positions in Å:
Pd  0.33  -1.69  -0.12  0.92
C  1.28  -2.25  -7.39  -0.07
C  2.05  -1.93  -6.13  -0.29
C  3.32  -1.38  -6.20  -0.06
C  4.01  -1.04  -5.04  -0.08
C  3.42  -1.26  -3.81  -0.32
C  2.16  -1.82  -3.71  -0.05
C  1.48  -2.15  -4.88  -0.04
S  4.26  -0.72  -2.30  0.95
O  3.18  0.44  -1.96  -0.29
O  5.49  -0.03  -2.77  -0.50
N  2.31  -1.86  -0.52  -0.19
C  3.05  -2.94  0.11  -0.15
C  2.29  -3.69  1.22  -0.67
O  2.90  -4.61  1.78  -0.04
O  1.09  -3.30  1.42  -0.11
H  1.94  -2.63  -8.17  0.07
H  0.79  -1.35  -7.78  0.07
H  0.50  -3.00  -7.20  0.07
H  3.78  -1.21  -7.17  0.10
H  5.00  -0.59  -5.07  0.10
H  1.71  -1.98  -2.74  0.07
H  0.48  -2.58  -4.81  0.10
H  3.98  -2.58  0.54  0.11
H  3.27  -3.69  -0.65  0.11
O  -1.68  -1.31  0.59  -0.26
C  -2.17  -1.21  1.86  -0.60
C  -3.43  -0.30  1.84  -0.47
C  -3.66  0.64  0.89  -0.11
C  -4.87  1.37  1.09  -0.19
C  -5.54  0.96  2.21  -0.44
S  -4.71  -0.31  3.00  0.95
C  -2.50  -2.65  2.31  -0.44
C  -1.60  -3.58  2.73  -0.12
C  -2.13  -4.90  2.80  -0.19
C  -3.44  -4.96  2.43  -0.46
S  -4.03  -3.40  2.00  0.99
C  -1.18  -0.63  2.92  -0.42
C  0.17  -0.52  2.83  -0.12
C  0.79  -0.04  4.02  -0.18
C  -0.10  0.22  5.01  -0.45
S  -1.71  -0.11  4.49  0.98
H  -2.97  0.79  0.07  0.11
H  -5.22  2.15  0.43  0.09
H  -6.48  1.32  2.60  0.05
H  -0.55  -3.35  2.91  0.10
H  -1.55  -5.76  3.11  0.10
H  -4.11  -5.81  2.40  0.05
H  0.72  -0.78  1.94  0.07
H  1.86  0.09  4.13  0.10
H  0.07  0.60  6.01  0.05
N  -2.09  -4.16  -0.59  0.06
C  -2.68  -3.30  -1.48  -0.13
C  -1.68  -2.90  -2.31  -0.18
N  -0.48  -3.48  -1.94  0.03
C  -0.77  -4.22  -0.89  -0.23
H  -2.52  -4.51  0.26  0.07
H  -3.72  -3.03  -1.42  0.10
H  -1.73  -2.24  -3.16  0.09
H  -0.08  -4.85  -0.35  0.12
C  -2.37  5.74  2.80  -0.06
C  -2.03  5.02  1.52  -0.24
C  -2.74  5.30  0.36  -0.08
C  -2.46  4.62  -0.82  -0.10
C  -1.44  3.69  -0.85  -0.02
C  -0.68  3.42  0.30  -0.20
N  0.35  2.48  0.18  0.11
C  1.69  2.69  0.41  -0.17
C  2.16  3.92  0.91  -0.04
C  3.50  4.13  1.15  -0.11
C  4.43  3.14  0.86  -0.11
C  3.99  1.96  0.28  -0.03
C  2.64  1.71  0.04  -0.03
C  2.26  0.42  -0.72  -0.61
O  2.71  -0.67  0.12  -0.13
O  1.03  0.28  -1.12  -0.14
C  -1.01  4.06  1.50  -0.17
C  -0.34  3.66  2.79  -0.04
H  -3.07  6.55  2.61  0.07
H  -1.47  6.16  3.27  0.08
H  -2.82  5.06  3.52  0.08
H  -3.53  6.05  0.39  0.09
H  -3.04  4.82  -1.71  0.09
H  -1.20  3.16  -1.76  0.12
H  0.22  1.69  -0.47  0.11
H  1.45  4.72  1.07  0.10
H  3.84  5.09  1.54  0.09
H  5.49  3.29  1.05  0.09
H  4.71  1.20  -0.02  0.11
H  0.25  2.76  2.66  0.07
H  -1.10  3.46  3.56  0.08
H  0.32  4.45  3.17  0.08

total charge: -2
frontier orbital gap (spin up / spin down): 5.98 / 5.97 eV
maximum force: 2.05 eV/A
E_LUMO (spin up / spin down): 3.804 / 3.804 eV
energy above the lowest of the compared OMol25 structures with the same formula, charge and spin: 50.4 kcal/mol
calculated total energy: -109177.6586 eV
molar mass: 919.4 g/mol
HOMO energy (spin up / spin down): -0.0801 / -0.0796 hartree

4.
Below is an isolated molecule of C4H6N2, with properties calculated with wB97M-V/def2-TZVPD.

Each line ends with the natural charge from an NBO analysis.
Atoms and positions in Å:
C  -0.82  -1.40  1.36  -0.68
C  -0.05  -0.42  0.49  0.33
N  0.42  0.83  0.76  -0.47
C  0.61  1.43  -0.42  -0.08
C  0.35  0.61  -1.44  -0.12
N  -0.18  -0.56  -0.86  -0.53
H  -1.25  -0.71  2.19  0.26
H  -0.05  -2.19  1.85  0.23
H  -1.67  -2.06  0.83  0.23
H  1.04  2.40  -0.42  0.21
H  0.19  0.77  -2.50  0.21
H  -0.54  -1.49  -1.22  0.42

total charge: 0
frontier orbital gap: 9.41 eV
maximum force: 3.34 eV/A
E_LUMO: 0.833 eV
SMILES: Cc1ncc[nH]1
energy above the lowest of the compared OMol25 structures with the same formula, charge and spin: 24.1 kcal/mol
calculated total energy: -7224.5466 eV
molar mass: 82.1 g/mol
HOMO energy: -0.3154 hartree